Below is a structure of composition CH7N4, with properties calculated with the ωB97M-V functional and the def2-TZVPD basis.

The geometry in ORCA input format:
```
! wB97M-V def2-TZVPD RIJCOSX def2/J DEFGRID3
* xyz 1 1
C 0.8347 0.3609 -0.6599
N 1.9612 0.3496 -0.1188
N 0.0599 -1.3801 0.6529
N -0.1677 -0.6421 -0.4073
N -1.3763 0.5956 0.0524
H 0.4202 0.9395 -1.4576
H 2.6226 1.1615 -0.1698
H -0.2043 -2.3333 0.5369
H 0.6476 -1.1996 1.4804
H -2.3603 0.0665 0.2185
H -1.0144 1.0925 0.7894
H -1.4233 0.9890 -0.9170
*
```

As for the maximum force: 7.1 eV/Å. The value obtained for the total energy is -260.9456 Ha. The calculation puts the energy above the lowest of the compared OMol25 structures with the same formula, charge and spin at 49.7 kcal/mol. The HOMO-LUMO gap is 0.3807 hartree.